This record from OMol25 describes a cluster of 7 separate species, C49H43ClF7N4O15S in total in a non-equilibrium geometry. The level of theory is ωB97M-V with the def2-TZVPD basis set.

Its net charge is +1. The HOMO-LUMO gap is 0.2641 Eh.

Atoms and positions in Å:
C: 6.1947 -2.1550 2.0545
C: 5.2701 -2.5853 1.1920
C: 3.8694 -2.9056 1.6215
C: 2.8967 -1.7667 1.2826
N: 1.5020 -2.2412 1.4876
C: 0.5294 -1.2832 1.7259
N: -0.7039 -1.6197 1.4666
C: -1.8698 -0.7689 1.6914
C: -2.1663 -0.0135 0.3775
C: -3.6255 0.3407 0.1607
Cl: -3.8719 0.5488 -1.5958
N: 0.8201 -0.0845 2.2625
C: 2.1029 0.4829 1.7910
N: 1.9803 0.7834 0.3818
S: 2.2151 2.0714 2.6920
O: 1.1528 2.9099 2.2043
O: 2.1644 1.8315 4.0997
C: 3.8944 2.8542 2.4141
F: 4.8511 2.0019 2.8315
F: 3.8708 3.8975 3.2603
C: 4.2174 3.4044 0.9852
F: 3.1020 3.7558 0.3332
F: 4.9576 4.5143 1.1533
C: 5.0753 2.4359 0.0864
F: 4.8727 1.1460 0.4019
F: 4.6851 2.6028 -1.1888
F: 6.3665 2.7277 0.1749
C: 3.1849 -0.5462 2.1294
O: 3.0826 -0.8539 3.5028
H: 7.1954 -1.9534 1.7138
H: 5.9743 -2.0329 3.1026
H: 5.5513 -2.7331 0.1609
H: 3.5348 -3.7760 1.0615
H: 3.8335 -3.1308 2.6798
H: 3.0877 -1.5560 0.2312
H: 1.2248 -2.7054 0.6315
H: -0.8902 -2.5389 1.0774
H: -2.7258 -1.3489 2.0309
H: -1.6799 -0.0373 2.4680
H: -1.5443 0.8729 0.2859
H: -1.8803 -0.6714 -0.4389
H: -4.2820 -0.4405 0.5001
H: -3.8577 1.2912 0.6157
H: 0.1068 0.6076 2.0557
H: 2.7023 0.3710 -0.1870
H: 1.8487 1.7635 0.1725
H: 4.1928 -0.1814 1.9938
H: 2.6211 -1.6845 3.6327
C: 6.8665 3.7977 5.5666
C: 7.3359 2.7688 4.8674
C: 8.7544 2.3472 4.9708
O: 9.1750 1.4091 4.3283
C: 9.6322 3.1165 5.8860
C: 9.1650 4.1467 6.5866
C: 7.7451 4.5691 6.4836
O: 7.3167 5.5043 7.1206
H: 5.8348 4.1215 5.5058
H: 6.7166 2.1928 4.1964
H: 10.6631 2.7920 5.9469
H: 9.7882 4.7218 7.2592
C: -0.6551 0.0123 -7.1676
C: -0.8946 -0.7542 -6.1076
C: -1.5644 -0.2088 -4.9016
O: -1.7831 -0.9030 -3.9308
C: -1.9592 1.2225 -4.9223
C: -1.7197 1.9891 -5.9829
C: -1.0486 1.4433 -7.1894
O: -0.8302 2.1397 -8.1569
H: -0.1660 -0.3670 -8.0573
H: -0.6162 -1.7998 -6.0738
H: -2.4473 1.5986 -4.0314
H: -1.9983 3.0346 -6.0193
C: -5.2508 5.7924 1.4843
C: -4.8716 4.7979 0.6863
C: -3.4674 4.3239 0.6649
O: -3.1227 3.4151 -0.0652
C: -2.4992 4.9963 1.5650
C: -2.8763 5.9907 2.3638
C: -4.2835 6.4676 2.3876
O: -4.6280 7.3696 3.1153
H: -6.2700 6.1556 1.5161
H: -5.5596 4.2920 0.0204
H: -1.4792 4.6328 1.5326
H: -2.1871 6.4958 3.0283
C: -6.1084 -2.7290 1.8870
C: -7.1523 -3.5314 2.0760
C: -7.8255 -3.6192 3.3994
O: -8.7705 -4.3506 3.5728
C: -7.2883 -2.7748 4.4983
C: -6.2440 -1.9726 4.3050
C: -5.5767 -1.8902 2.9873
O: -4.6196 -1.1533 2.8117
H: -5.6046 -2.6505 0.9304
H: -7.5589 -4.1520 1.2875
H: -7.7926 -2.8518 5.4529
H: -5.8368 -1.3493 5.0909
C: -1.3621 0.8379 -11.9295
C: -0.6668 0.1133 -11.0580
C: -0.8335 -1.3566 -10.9719
O: -0.2001 -2.0153 -10.1712
C: -1.8026 -1.9940 -11.8960
C: -2.4988 -1.2716 -12.7693
C: -2.3335 0.2025 -12.8558
O: -2.9665 0.8594 -13.6509
H: -1.2563 1.9124 -12.0062
H: 0.0458 0.5580 -10.3752
H: -1.9072 -3.0685 -11.8161
H: -3.2118 -1.7151 -13.4524
C: -1.7573 -6.5275 1.1246
C: -2.2821 -7.5754 1.7546
C: -3.3250 -7.4026 2.8001
O: -3.8022 -8.3497 3.3757
C: -3.7573 -6.0138 3.1115
C: -3.2285 -4.9710 2.4782
C: -2.1928 -5.1514 1.4398
O: -1.7118 -4.1907 0.8582
H: -0.9981 -6.6299 0.3600
H: -1.9804 -8.5925 1.5407
H: -4.5173 -5.9072 3.8756
H: -3.5252 -3.9515 2.6896

---

This record from OMol25 describes a structure of composition C49H43F5N3O7PRuS3 in a non-equilibrium geometry. The level of theory is ωB97M-V with the def2-TZVPD basis set.

Its energy above the lowest of the compared OMol25 structures with the same formula, charge and spin is 0.0 kJ/mol. Its net charge is -1. The HOMO-LUMO gap (alpha / beta) is 0.2628 / 0.2178 Eh. Its spin multiplicity is 6.

Atoms and positions in Å:
Ru: 0.9430 0.0236 0.8207
F: 1.3921 5.4150 5.0525
C: 0.8033 4.3693 4.4459
C: 1.5565 3.2622 4.0669
F: 2.8749 3.2473 4.3110
C: 0.9473 2.1944 3.4338
F: 1.7243 1.1780 2.9909
C: -0.4341 2.1588 3.1723
S: -1.2039 0.8005 2.4746
C: -1.1604 3.3024 3.5544
F: -2.4781 3.3548 3.3108
C: -0.5611 4.3877 4.1641
F: -1.2879 5.4734 4.4798
O: 3.8432 -1.5453 1.9561
S: 4.2190 -0.8646 0.7494
O: 5.5430 -0.2773 0.7584
O: 3.2217 0.1442 0.2522
C: 4.2618 -2.0299 -0.6130
C: 5.3034 -2.9318 -0.6880
C: 5.4477 -3.7254 -1.8144
C: 4.5424 -3.5946 -2.8572
C: 3.4832 -2.7111 -2.7603
C: 3.3263 -1.9148 -1.6246
P: 1.9413 -0.7293 -1.5025
C: 2.5753 0.6701 -2.4762
C: 1.6766 1.6481 -2.8970
C: 2.1187 2.7533 -3.5988
C: 3.4682 2.9097 -3.8748
C: 4.3725 1.9649 -3.4169
C: 3.9332 0.8524 -2.7192
C: 0.7889 -1.5682 -2.6728
C: 0.3740 -2.8337 -2.2548
C: -0.5475 -3.5561 -2.9847
C: -1.0987 -3.0121 -4.1343
C: -0.7002 -1.7552 -4.5542
C: 0.2435 -1.0382 -3.8373
H: 5.9951 -2.9837 0.1390
H: 6.2605 -4.4331 -1.8924
H: 4.6674 -4.1826 -3.7558
H: 2.7791 -2.6387 -3.5756
H: 0.6314 1.5447 -2.6396
H: 1.4109 3.5075 -3.9119
H: 3.8124 3.7793 -4.4178
H: 5.4303 2.1002 -3.5899
H: 4.6445 0.1388 -2.3293
H: 0.7852 -3.2290 -1.3367
H: -0.8512 -4.5382 -2.6492
H: -1.8471 -3.5554 -4.6947
H: -1.1381 -1.3282 -5.4472
H: 0.5645 -0.0732 -4.2031
C: -3.7160 3.7505 -1.2541
C: -2.9504 3.4328 0.0341
C: -1.5534 3.9988 0.0410
C: -1.4491 5.3748 0.1882
C: -0.2266 6.0056 0.2943
C: 0.9252 5.2395 0.3340
C: 0.8750 3.8614 0.2094
C: 2.1332 3.0533 0.3509
C: 3.3784 3.6462 -0.2998
C: -0.3695 3.2261 -0.0099
N: -0.4107 1.8535 -0.1822
C: -1.2456 1.2934 -1.0110
C: -1.5652 -0.0702 -0.9759
C: -2.5525 -0.7805 -1.6958
C: -2.5900 -2.0459 -1.1511
C: -1.6305 -2.0694 -0.1241
N: -1.0275 -0.9004 -0.0255
H: -4.7331 3.3671 -1.1906
H: -3.2393 3.3041 -2.1259
H: -3.7628 4.8266 -1.4145
H: -2.9329 2.3570 0.2091
H: -3.4921 3.8888 0.8674
H: -2.3581 5.9589 0.2381
H: -0.1768 7.0814 0.3810
H: 1.8786 5.7222 0.4815
H: 1.9691 2.0479 -0.0643
H: 2.3528 2.9367 1.4175
H: 3.1806 3.9279 -1.3312
H: 4.1637 2.8963 -0.2782
H: 3.7335 4.5228 0.2389
H: -1.7428 1.8953 -1.7749
H: -3.1495 -0.3970 -2.5030
H: -3.2275 -2.8598 -1.4353
H: -1.4038 -2.8748 0.5517
C: -6.1444 -3.0966 -0.6369
C: -5.2555 -3.0647 0.5712
C: -4.7878 -1.8604 1.0861
C: -3.9802 -1.8362 2.2116
C: -3.6422 -3.0279 2.8223
C: -4.0834 -4.2355 2.3193
C: -4.8918 -4.2525 1.1971
S: -2.5065 -3.0496 4.2003
O: -2.7693 -1.9226 5.0510
O: -2.5325 -4.3589 4.8036
N: -1.0921 -2.8917 3.3636
C: 0.0666 -3.6876 3.7130
C: 0.9875 -3.8524 2.5000
C: 1.2295 -2.4823 1.8523
O: 1.0315 -1.4749 2.5579
O: 1.5253 -2.4342 0.6397
H: -6.0083 -2.2039 -1.2415
H: -7.1896 -3.1528 -0.3279
H: -5.9291 -3.9715 -1.2491
H: -5.0458 -0.9350 0.5918
H: -3.6073 -0.9075 2.6143
H: -3.7849 -5.1420 2.8229
H: -5.2412 -5.1942 0.7962
H: -0.8433 -1.9218 3.2034
H: -0.3205 -4.6491 4.0567
H: 0.6360 -3.2237 4.5283
H: 0.5470 -4.5077 1.7447
H: 1.9495 -4.2643 2.8100